No. 1
114
Properties=species:S:1:pos:R:3:forces:R:3:lowdin_charge:R:1 method="wB97M-V/def2-TZVPD" lumo_energy_ev=0.340 orbital_gap_ev=9.091 homo_ev=-8.75 smiles=CC(C)O.CC(C)O.CC(C)O.CC(C)O.CC(C)O.CC(C)O.CC(C)O.CC(C)O.CO.CO.CO
C 4.116819 -1.927214 0.199262 -0.7250 1.4600 -1.0154 -0.2144
O 3.922756 -2.427488 1.444083 0.1588 -1.0420 2.7992 -0.1100
H 3.449450 -2.503151 -0.401056 -1.2444 0.6013 -1.3854 0.0600
H 5.031103 -2.227521 -0.229172 1.9227 0.2888 -0.3377 0.0649
H 3.972106 -0.788944 0.214726 0.1674 -1.8751 -0.3058 0.1071
H 3.795397 -3.383904 1.359935 -0.0972 0.3941 0.3409 0.0943
C 0.587671 -4.493327 0.235666 0.4897 -0.2716 1.0958 -0.1570
O 0.868610 -4.225088 1.571461 0.1921 0.3706 0.9341 -0.1045
H 0.969876 -3.739835 -0.394132 0.3724 0.9268 -1.1273 0.0564
H -0.418374 -4.694999 0.079362 -2.2170 0.2407 -0.4824 0.0520
H 1.002885 -5.434744 0.033410 1.2400 -1.2376 -0.5956 0.0735
H 0.161366 -3.699313 1.968653 0.1196 -0.2720 -0.0666 0.0277
C -1.375739 -2.079845 -2.084301 0.4695 1.1317 -2.2982 -0.1367
O -2.526972 -2.416696 -2.846266 -1.0017 -0.6791 5.1223 -0.0478
H -1.163942 -2.572455 -1.203767 -0.6394 -1.7876 1.8146 0.0260
H -1.269102 -1.047718 -1.840433 -0.6991 1.1261 0.2089 0.0337
H -0.500779 -2.229786 -2.678182 0.8658 -0.4190 -0.6682 0.0809
H -2.332047 -2.307431 -3.710987 0.9901 0.5302 -4.1581 0.0010
C -0.424383 5.486747 -2.481587 1.9729 -1.4383 1.8719 0.0001
C 0.383909 4.147658 -2.594177 2.1888 4.3303 2.7622 -0.5591
C 0.992792 3.687606 -1.295977 1.8463 0.8385 1.3954 -0.0432
O -0.261529 3.083649 -2.871537 -6.3168 -5.4166 -2.5127 -0.0349
H 0.256237 6.224753 -1.992312 -0.5556 -0.2269 -0.9213 0.1014
H -1.257066 5.390384 -1.835202 -0.9000 -0.3211 0.9498 0.0412
H -0.826651 5.715902 -3.407667 -0.3609 1.0044 -1.9491 0.0508
H 1.027722 4.309544 -3.410764 1.9303 0.7876 -0.6763 0.1190
H 1.506893 2.709847 -1.441818 -0.7032 0.5557 0.3380 0.0815
H 0.304409 3.706000 -0.442818 -0.6225 -0.7989 -0.6065 0.0881
H 1.712565 4.327749 -0.850951 1.4024 0.9841 0.0643 0.0598
H 0.216298 2.479370 -3.433432 0.1496 -0.0070 -0.4993 0.0630
C -0.841675 1.471306 4.689371 -2.3118 -1.7429 0.0068 -0.0077
C -1.789011 2.030769 3.625068 -3.4545 3.1510 10.5949 -0.6498
C -1.761109 3.554534 3.719563 3.0461 -0.1369 2.9497 -0.0170
O -1.516861 1.826333 2.458035 3.5435 -4.1027 -10.3943 -0.0178
H -1.311619 1.554925 5.684581 0.4813 0.7630 -0.3605 0.1010
H 0.028136 2.010168 4.515534 2.0883 0.7640 0.5050 0.0634
H -0.679412 0.383233 4.661406 0.1803 0.2743 -0.6397 0.0646
H -2.811109 1.747745 3.795979 -0.9420 -0.6711 0.9885 0.1376
H -1.645536 4.030039 4.704337 -0.8755 -0.2346 -0.0168 0.0931
H -2.475980 3.963751 3.119213 -2.0069 1.3585 -1.4389 0.0399
H -0.770186 3.740220 3.314503 0.1295 0.5110 -0.5307 0.0935
H -2.170601 2.175461 1.859176 -0.2355 0.5018 -0.9135 0.0916
C 2.194314 -3.116925 4.450248 0.9754 1.9045 -0.6229 -0.0432
C 2.091178 -4.479486 4.970517 2.3308 3.8475 5.1235 -0.6652
C 1.168694 -4.535642 6.103586 -0.7251 -0.8450 3.5214 -0.0553
O 1.971179 -5.463095 4.150151 -0.8464 -4.2007 -3.9780 0.0612
H 2.032400 -2.351930 5.232107 0.6062 -0.3988 -0.2723 0.1065
H 1.407657 -2.987088 3.802080 -1.6392 0.5241 -1.8223 0.0073
H 3.137439 -2.966429 3.878544 -0.6249 0.1784 0.4401 0.1001
H 3.073177 -4.513705 5.411514 0.8941 -0.6306 0.9835 0.1308
H 1.257962 -5.460729 6.734120 0.7963 0.6012 -0.3886 0.0952
H 0.164502 -4.705819 5.858927 -1.7920 0.5493 -1.0586 0.0573
H 1.228289 -3.668410 6.817098 0.0074 -0.7720 -0.8495 0.1027
H 2.863232 -5.763814 4.051848 0.2871 -0.8925 -0.8152 0.1100
C -2.705337 -1.156393 3.065090 -0.9429 -0.2796 2.8838 -0.0400
C -1.993001 -2.482357 3.067588 -8.0861 -0.9719 -5.6076 -0.6143
C -2.005456 -2.880816 1.544256 -0.5921 -0.2430 0.3082 -0.0410
O -0.877981 -2.611451 3.589875 9.7114 0.2490 3.8524 0.0084
H -3.803235 -1.330131 2.938073 0.9271 0.3075 -0.0869 0.1065
H -2.316644 -0.438148 2.371186 0.2104 0.3206 -0.3457 0.0503
H -2.536841 -0.842026 4.119639 -0.4592 0.6878 -0.6039 0.0895
H -2.545300 -3.264648 3.641486 -0.9015 0.6722 -0.7116 0.1642
H -2.928347 -2.600055 1.046378 -0.3717 0.0951 0.1521 0.0830
H -1.969210 -3.955714 1.465547 0.5142 -0.4412 -0.3487 0.0753
H -1.248144 -2.353520 0.948784 0.2430 -0.3438 0.4475 0.0556
H -0.128545 -2.082082 3.231804 -0.8961 -0.0825 0.1780 0.0770
C -2.232340 1.515679 -0.747753 0.8164 0.3372 1.3325 -0.0085
C -2.792644 2.895553 -0.658073 -3.7346 -3.8122 -8.7851 -0.5918
C -4.346424 2.924168 -1.042635 1.6098 -0.2174 1.8059 0.0095
O -2.806799 3.267413 0.516802 1.3580 3.1839 10.6108 0.0057
H -2.430662 1.038432 -1.648674 -0.4016 -0.6717 -1.7436 0.0421
H -2.746356 0.930168 0.026726 0.4647 -0.1195 0.0745 0.1048
H -1.136643 1.587715 -0.625831 -0.4769 -0.3764 0.2909 0.0847
H -2.285123 3.560724 -1.285794 1.0207 0.9018 -1.4629 0.1040
H -4.511263 2.779295 -2.040052 -0.7573 -0.7852 -2.6494 0.0388
H -4.754825 3.879143 -0.783250 -0.0584 1.0114 0.0617 0.0640
H -4.878440 2.249708 -0.367095 0.1222 -0.4209 -0.3921 0.0905
H -3.096723 4.169083 0.516188 -0.2187 0.8375 0.8252 0.1301
C -1.574578 0.745196 -4.180912 0.7826 -2.1515 0.6013 -0.0233
C -0.660484 0.885038 -5.382010 -2.9148 -4.6845 0.3430 -0.6387
C -1.397323 0.735776 -6.651985 -2.0807 -0.7788 -1.5627 -0.0526
O -0.012121 1.984652 -5.361694 3.6777 6.4495 -0.0836 -0.0004
H -2.096488 1.574211 -3.763860 -0.5732 1.0690 -0.6773 0.0711
H -0.891711 0.520556 -3.358233 -0.1952 -0.4541 0.2799 0.0554
H -2.262138 -0.124973 -4.350537 0.5787 0.8336 0.4386 0.0965
H 0.139106 0.107276 -5.402294 -0.9003 -0.7987 0.5079 0.1435
H -0.683336 0.395958 -7.397394 -0.1316 0.2468 -0.5983 0.0825
H -2.048953 1.586853 -7.034460 1.1611 -0.6592 0.7447 0.1202
H -2.101740 -0.090005 -6.495226 0.0916 -0.0644 -0.4548 0.0774
H 0.426882 1.997334 -6.217323 0.5688 0.8007 0.1128 0.1281
C 1.224406 -0.317635 -0.352566 -2.0321 0.3363 -1.9997 -0.0346
C 0.434758 -0.023526 0.914999 0.6574 -6.7050 0.5221 -0.6111
C 1.219498 -0.627209 2.052146 1.3749 -0.6569 -0.0481 -0.0441
O 0.569735 1.182854 1.209283 -0.1506 10.2706 0.0886 -0.0214
H 2.138362 0.259610 -0.462937 -0.0034 -0.0928 0.8716 0.0486
H 0.629810 0.073567 -1.254116 0.5635 -0.8661 0.9372 0.0874
H 1.430208 -1.389017 -0.433972 -0.0546 0.1830 -0.2826 0.0694
H -0.624332 -0.437491 0.974083 0.8116 0.4446 -0.7913 0.1362
H 0.855770 -0.332437 3.031781 -0.2031 0.0960 0.1112 0.0829
H 2.278089 -0.270167 1.943458 -0.9460 -0.3109 0.2955 0.1179
H 1.241210 -1.660678 1.926442 0.3875 -2.2489 0.3462 0.0313
H -0.009013 1.511859 1.923081 -0.0547 -0.2842 -0.5534 0.0796
C 3.596076 -0.001982 -2.557350 1.7580 -0.0112 -0.4962 -0.0529
C 2.808016 0.606861 -3.724032 -0.9933 5.0390 6.9992 -0.6494
C 3.173331 2.097587 -3.961384 -0.7251 0.4839 0.7355 -0.0180
O 2.849815 0.061822 -4.855378 1.0970 -5.3347 -6.8100 0.0210
H 3.620496 0.715101 -1.700994 0.1213 -0.6070 -0.7687 0.0824
H 4.655273 -0.205890 -2.926890 -1.0697 0.1433 0.7403 0.1123
H 3.121477 -0.938503 -2.204395 0.3705 0.3814 -0.2721 0.0638
H 1.801712 0.436871 -3.357533 -1.1402 1.1234 0.6346 0.1101
H 4.167561 2.119146 -4.424404 -0.1321 0.1456 0.2456 0.0890
H 3.124573 2.713641 -3.040850 0.4789 -0.5379 -0.2835 0.0736
H 2.466554 2.642256 -4.620509 0.2953 -0.7660 -0.0272 0.0698
H 2.698444 -0.879413 -4.659830 0.1153 0.0488 -1.0352 0.1339

No. 2
6
Properties=species:S:1:pos:R:3:forces:R:3:lowdin_charge:R:1 method="wB97M-V/def2-TZVPD" lumo_energy_ev=0.849 orbital_gap_ev=10.970 homo_ev=-10.12 smiles=C#CCl.N#N
C 0.389675 -0.693352 -1.002721 -0.4220 -1.0326 0.1061 -0.0118
C -0.243414 0.306887 -1.261344 1.2156 -1.9761 0.7362 -0.8032
N -0.393432 0.100399 2.129858 0.8374 0.2402 0.1255 0.0226
N 0.659485 0.382321 2.233933 -0.8469 -0.2178 -0.0529 0.0236
Cl -1.146566 1.638392 -1.368265 -0.4155 0.8763 -0.2732 0.7065
H 0.734252 -1.734648 -0.731461 -0.3687 2.1100 -0.6417 0.0623

No. 3
42
Properties=species:S:1:pos:R:3:forces:R:3:lowdin_charge:R:1 method="wB97M-V/def2-TZVPD" lumo_energy_ev="-6.992 / -7.926" total_charge=+2 orbital_gap_ev="6.488 / 5.573" homo_ev="-13.48 / -13.50" s2=3.8087 spin_multiplicity=4
Tc -0.081338 -0.014843 -0.184376 -0.6306 0.2981 0.3129 1.4006
N -5.904458 1.717802 -5.776144 -0.1305 0.0268 -0.0703 0.1756
C -4.839557 1.531608 -4.992884 0.1613 -0.0308 0.1083 -0.2708
C -4.951465 1.667111 -3.584251 0.0755 -0.0177 -0.0859 0.0055
C -3.860933 1.476363 -2.788506 0.0436 -0.0009 0.0373 -0.0359
C -2.618572 1.153317 -3.371706 -0.2600 0.2067 0.3489 -0.3426
C -2.488741 1.012091 -4.765174 0.0968 0.0530 -0.0187 -0.0324
C -3.582264 1.197866 -5.558280 -0.0902 0.0321 0.0175 0.0058
S -1.295184 0.842150 -2.394518 0.2468 -0.5575 -0.2515 0.6838
O -0.048270 0.825310 -3.105988 -0.0314 0.0483 -0.1669 -0.2647
O -1.252813 1.612486 -1.105447 0.1460 0.0858 0.1009 -0.3793
N -1.397441 -0.646554 -1.582923 0.0845 0.1814 -0.1849 -0.1872
C -0.588729 -1.709861 -1.975001 0.0787 -0.2133 -0.0201 -0.4708
N -0.641347 -2.391012 -3.088150 -0.0983 0.1452 0.0049 0.1933
C 0.264844 -3.360825 -3.200134 0.0837 -0.0802 0.0240 -0.0299
C 1.228582 -3.632194 -2.225142 0.0120 0.0682 0.1132 0.0095
C 1.238714 -2.844483 -1.095637 -0.0333 -0.1758 -0.0896 -0.0528
N 0.302150 -1.893164 -0.967996 0.0712 -0.1004 -0.0545 -0.0291
H -6.798107 1.969369 -5.389403 0.0174 -0.0047 -0.0164 0.1262
H -5.838698 1.640187 -6.776691 0.0039 0.0014 0.0221 0.1265
H -5.904319 1.931804 -3.147014 -0.0157 0.0001 0.0027 0.1269
H -3.943018 1.590543 -1.715524 -0.0168 -0.0086 0.0137 0.1262
H -1.528276 0.773151 -5.199480 0.0138 -0.0152 -0.0022 0.1263
H -3.492367 1.103088 -6.631826 0.0010 -0.0065 -0.0131 0.1274
H 0.228998 -3.945788 -4.111250 -0.0075 0.0024 -0.0080 0.1365
H 1.947941 -4.424953 -2.360593 0.0124 -0.0070 0.0079 0.1257
H 1.953478 -2.949831 -0.291176 0.0132 -0.0220 -0.0158 0.1267
S 1.916988 0.481805 1.124809 0.0987 0.1831 -0.0662 0.6700
C 1.967713 -0.588186 2.469347 0.0855 0.0983 0.0570 -0.7415
N 2.913218 -0.316814 3.414187 -0.0938 -0.0103 -0.1085 0.0992
C 3.066884 -1.066308 4.520447 -0.0857 -0.1267 0.0176 0.0140
C 2.244667 -2.146968 4.703287 0.0844 0.1108 -0.0181 0.0177
C 1.295878 -2.383140 3.708604 0.0335 -0.0497 0.1105 -0.0454
N 1.159384 -1.628010 2.624587 -0.0599 0.0046 -0.1099 0.0672
H 3.510650 0.491257 3.269600 -0.0150 -0.0036 -0.0085 0.1648
H 3.843605 -0.759573 5.207439 -0.0078 -0.0275 0.0195 0.1574
H 2.328339 -2.776003 5.575361 0.0070 -0.0058 0.0072 0.1322
H 0.612284 -3.220330 3.791520 0.0035 -0.0031 0.0117 0.1371
F -2.709574 -0.268331 0.999815 -0.0776 -0.0771 -0.0893 0.0840
C -1.459338 -0.125658 1.398727 0.2054 -0.0234 -0.0250 -0.4323
F -1.293797 1.102309 1.920559 0.0203 -0.0007 0.0639 0.0387
H -1.148174 -0.913785 2.089963 -0.0459 0.0222 0.0219 0.1100

No. 4
54
Properties=species:S:1:pos:R:3:forces:R:3:lowdin_charge:R:1 method="wB97M-V/def2-TZVPD" lumo_energy_ev=2.180 total_charge=-1 orbital_gap_ev=6.861 homo_ev=-4.68
Mg -0.940501 -0.653822 0.368385 -0.5470 0.2317 -0.2378 0.4645
C -0.664625 -0.879231 4.881140 0.0212 -0.0189 0.0062 -0.1199
C -0.186684 0.456839 4.342574 -0.0210 0.0221 0.0529 -0.3797
S 0.803468 0.323778 2.838556 -0.1120 -0.2673 -0.2374 1.0021
O 0.130312 -0.817960 2.078071 0.0048 0.3347 0.0946 -0.6127
C 2.288869 -0.452538 3.560688 0.0621 -0.0353 0.0312 -0.3572
C 2.535901 -1.844345 3.000994 -0.0258 -0.0225 -0.0100 -0.1212
H -1.358545 -0.716126 5.706105 0.0102 -0.0124 0.0119 0.0762
H 0.161646 -1.491836 5.246176 0.0013 0.0079 0.0001 0.0698
H -1.179074 -1.438947 4.101822 -0.0132 0.0161 -0.0051 0.0699
H 0.440637 1.000985 5.053196 -0.0388 0.0491 -0.0060 0.0910
H -1.020110 1.101561 4.062444 -0.0122 -0.0172 -0.0108 0.0775
H 2.161562 -0.482977 4.643287 0.0069 0.0163 0.0009 0.0769
H 3.101031 0.236063 3.330176 -0.0084 -0.0029 -0.0108 0.0618
H 1.723062 -2.525833 3.246680 -0.0013 0.0060 0.0156 0.0679
H 3.464184 -2.237271 3.420618 0.0020 -0.0004 -0.0045 0.0777
H 2.615767 -1.828126 1.915677 0.0106 0.0171 0.0032 0.0537
C 5.481045 -1.249485 -1.143406 0.0191 -0.0213 0.0286 -0.0380
N 4.611220 -0.296983 -0.509035 -0.0308 0.1134 -0.0472 -0.1021
C 5.081733 0.719782 0.399484 0.0462 -0.0371 -0.0371 -0.0516
C 3.760261 1.241522 0.979583 -0.1233 0.0047 0.0072 -0.4957
O 3.701511 2.151394 1.782654 -0.0019 -0.0480 0.0553 0.0325
N 2.720350 0.501249 0.479061 0.3550 -0.0123 0.1494 0.1772
C 3.261152 -0.386623 -0.348473 -0.1842 -0.1028 -0.1267 -0.4018
N 2.544055 -1.320818 -0.963015 0.0487 -0.0006 -0.0738 0.2410
H 6.289338 -0.726442 -1.656231 0.0013 0.0052 0.0094 0.0892
H 4.944820 -1.827095 -1.892677 0.0012 0.0091 -0.0150 0.0782
H 5.920616 -1.948529 -0.423347 -0.0082 -0.0039 0.0015 0.0916
H 5.637889 1.515198 -0.099036 -0.0109 0.0022 -0.0148 0.1305
H 5.698662 0.301948 1.201902 0.0122 0.0158 -0.0013 0.1304
H 1.524735 -1.291489 -0.944728 0.0011 0.0105 0.0209 0.0752
H 2.945177 -1.885687 -1.688370 0.0202 -0.0258 0.0251 0.1046
F -1.718410 2.034725 1.837687 0.0303 -0.0278 -0.0240 0.0171
C -0.938463 2.419876 0.771486 -0.0428 0.0568 0.0850 -0.2595
C -0.465154 1.469306 -0.097484 0.1410 0.0465 0.1027 -0.0233
C 0.339878 1.984645 -1.086726 0.0649 -0.0366 -0.1001 -0.2538
F 0.907562 1.156494 -2.007144 -0.0240 -0.0176 0.0251 0.0483
C 0.662166 3.323276 -1.222110 -0.0506 0.0201 0.0549 -0.1540
F 1.468861 3.766566 -2.204830 0.0090 -0.0041 -0.0208 0.0859
C 0.147863 4.231379 -0.312743 0.0015 -0.0334 -0.0098 -0.1468
F 0.438206 5.538565 -0.420713 0.0036 0.0062 0.0063 0.0940
C -0.665001 3.775975 0.706951 0.0073 -0.0248 -0.0480 -0.1536
F -1.156697 4.649475 1.606636 -0.0039 0.0040 0.0070 0.0853
I -4.206377 -2.430551 -0.361175 0.0373 0.0064 -0.0038 0.4948
C -3.103440 -0.588865 0.064128 0.0301 -0.1167 0.1553 -0.7213
H -3.759445 -0.103432 0.790018 0.0259 0.0131 0.0092 -0.0844
H -3.238167 -0.045629 -0.876097 0.0014 0.0215 0.0128 -0.0746
Cl -1.028617 -3.532815 1.346924 0.0151 -0.0957 -0.0701 0.6119
C -0.453685 -4.155050 -0.208858 0.1052 -0.0623 0.1389 -0.9490
Cl 1.196123 -4.842325 0.011044 -0.0714 0.0213 -0.0320 0.5501
C -0.366654 -3.102666 -1.344180 0.0552 0.0973 -0.0896 -0.7683
O -0.348955 -3.567134 -2.468275 0.0301 -0.0166 0.0356 0.0414
O -0.249412 -1.880539 -0.998131 0.1808 -0.1066 0.0924 -0.1614
H -1.094646 -4.974031 -0.508263 -0.0313 0.0158 -0.0031 0.0616